Entry 1:
12
Properties=species:S:1:pos:R:3 method="wB97M-V/def2-TZVPD" de_lowest_kj_mol=394.8
H -0.917 0.387 -1.547
C -1.042 -0.240 -0.662
H -1.691 2.155 0.234
H 2.535 -0.265 -0.773
C 0.622 -0.036 0.118
H -2.298 0.692 1.202
C -0.227 0.679 0.699
H 2.454 -0.687 0.950
C -1.525 1.137 0.582
O -1.586 -1.314 -0.533
C 1.914 -0.729 -0.001
H 1.760 -1.779 -0.269


Entry 2:
12
Properties=species:S:1:pos:R:3 method="wB97M-V/def2-TZVPD" de_lowest_kj_mol=398.5
C -2.130 -0.221 0.325
H 1.935 -0.537 -1.432
H -0.291 -0.959 1.119
C 2.567 -0.240 -0.441
H -0.638 0.710 1.509
H -2.779 -0.573 1.150
H 3.459 0.218 0.030
O -2.581 -0.007 -0.775
C 1.403 0.321 -0.378
H -0.367 0.862 -1.338
C 0.114 0.454 -0.463
C -0.691 -0.026 0.694


Entry 3:
12
Properties=species:S:1:pos:R:3 method="wB97M-V/def2-TZVPD" de_lowest_kj_mol=259.4
H -2.525 0.646 -0.168
C 1.434 0.291 -0.690
C -1.530 0.298 -0.520
H 1.693 1.609 1.164
O -1.122 0.643 -1.605
H 1.665 0.352 -1.741
C 0.737 -0.517 0.359
H -1.164 -0.499 1.435
C 1.439 0.799 0.498
H -1.087 -1.648 0.113
C -0.787 -0.631 0.412
H 1.231 -1.417 0.741


Entry 4:
12
Properties=species:S:1:pos:R:3 method="wB97M-V/def2-TZVPD" de_lowest_kj_mol=151.6
H 1.194 2.112 0.033
H -1.225 0.056 1.672
C -0.630 0.797 -0.421
C -0.624 -0.739 -0.392
H 2.429 -0.273 0.515
C 1.407 -0.037 0.214
H -1.205 1.372 -1.173
H -1.111 -1.446 -1.080
C 0.805 1.118 -0.027
H -2.523 0.037 0.438
O 0.674 -1.124 -0.037
C -1.450 0.049 0.608


| no. | orbital gap (Ha) |
| --- | --- |
| 1 | 0.337 |
| 2 | 0.346 |
| 3 | 0.375 |
| 4 | 0.352 |